# 1
A cluster of 11 separate species, C44H83BN13O5P2 in total. Source: the Open Molecules 2025 dataset; level of theory: ωB97M-V/def2-TZVPD.

```
! wB97M-V def2-TZVPD RIJCOSX def2/J DEFGRID3
* xyz 1 1
H -4.301 -1.770 -10.155
B 1.447 7.630 1.875
C 0.131 3.263 4.567
H 4.125 4.575 1.823
H -0.690 9.678 2.591
C -2.766 1.334 -7.301
H -0.308 -10.803 3.581
H -2.965 -5.831 -1.480
H -1.882 -5.982 -0.098
C 0.701 5.765 -0.825
C -4.336 -5.077 -9.955
H 4.104 7.092 -1.028
H -5.031 -0.200 2.648
H 0.719 5.538 3.106
C -2.490 -5.276 -0.668
N -1.278 -8.310 1.078
O 4.331 2.653 -1.032
H 4.158 6.219 2.473
H 2.172 -14.936 0.683
C 0.105 -3.877 8.128
C -4.524 -3.374 -5.541
H -3.151 -1.087 4.166
C -3.432 -2.099 0.379
H -2.349 -2.271 0.426
H -5.103 -3.833 -6.338
N 1.959 -0.309 5.632
H 2.476 3.303 1.985
H 0.973 10.303 2.484
H 1.259 -2.514 7.030
H 2.473 4.044 0.043
H -3.465 -3.396 -5.797
H 4.254 8.250 1.675
H -4.374 -5.345 0.392
H 5.064 8.751 0.183
N -3.841 1.451 -7.686
H -1.469 0.826 5.164
H -3.409 -2.496 2.503
C 4.266 5.628 1.562
C 1.781 6.116 1.374
C 3.894 4.276 -3.144
H -0.749 0.869 -7.631
H -0.266 5.996 0.831
O 6.488 4.260 1.160
C -5.566 -1.906 -8.504
H 4.756 3.895 -3.696
H -4.045 -8.758 -0.340
H 1.529 8.462 3.677
C -1.025 2.490 3.922
P 4.409 4.273 -1.390
C -1.397 1.183 -6.814
H -0.268 7.004 -2.194
H -5.168 -3.247 -0.159
C 0.133 9.906 1.908
H -3.873 -3.293 -1.376
H 3.576 2.446 -0.470
N 0.629 5.666 0.488
O 2.070 7.984 3.038
H 1.355 -10.570 3.010
H -4.682 -0.210 -9.381
H -1.055 -0.874 3.132
H 2.273 3.494 4.536
N 0.458 -13.407 1.979
H -4.382 -8.697 1.400
C 3.446 7.339 -0.184
H 2.525 7.715 -0.640
C -0.937 0.983 4.218
C -4.013 -0.429 2.324
C 3.148 6.026 0.580
C -4.995 -6.295 -9.498
C -3.985 -1.885 1.802
N -4.882 -4.661 -3.303
H 7.391 4.195 0.817
N -0.896 -4.190 8.593
H -6.054 -6.100 -9.339
H -1.825 -4.506 -1.071
H -5.013 -2.262 1.793
H 0.725 3.446 1.931
C 4.484 0.110 5.137
H -4.848 -2.341 -5.435
H -3.610 -1.201 -0.223
C -3.720 -9.106 0.639
C -3.085 -0.200 3.526
C 0.361 -10.913 2.729
C 3.070 -0.124 5.408
C 0.841 0.811 -3.635
H 2.921 0.538 -3.546
C -4.466 -1.261 -9.209
N -6.386 -2.476 -7.937
H 1.122 8.991 0.225
H -1.568 0.515 2.176
H 3.747 -15.558 1.206
H -3.743 0.275 1.527
C 3.023 -15.552 0.393
N 4.132 -14.594 -1.762
H -1.363 0.435 -6.025
H 5.073 -0.119 6.023
H -0.370 8.195 0.693
H -3.453 0.637 4.132
H 7.120 7.094 -0.008
C -4.085 -3.308 -0.305
H 2.002 -0.386 -2.344
N -0.125 1.009 -4.220
C 3.643 -15.018 -0.815
H -4.549 -6.630 -8.563
C 1.612 3.724 2.513
P 6.053 5.798 1.265
C -1.607 0.070 3.180
H 0.094 0.669 4.401
H -3.562 -1.343 -8.608
H 2.105 5.872 -2.207
H 1.696 1.987 3.800
H 3.750 5.311 -3.477
N 1.828 5.326 -1.398
H 2.680 -16.570 0.216
N -3.829 -4.117 -10.324
H -0.109 4.330 4.637
C 1.678 5.245 2.650
H 3.008 3.674 -3.360
C 0.417 -12.312 2.319
C 2.895 4.914 -0.476
O 6.685 6.549 2.362
H -4.883 -7.078 -10.247
H 1.697 -4.219 6.810
C 2.064 0.562 -2.876
C 4.104 8.480 0.621
C 1.493 3.057 3.899
H 4.642 1.154 4.868
H -3.771 -10.193 0.667
H 2.203 1.370 -2.161
C 1.375 -3.473 7.534
H -1.038 2.130 -6.419
C -4.726 -4.099 -4.291
H -1.089 2.681 2.843
C 0.538 8.663 1.096
C -3.545 -4.644 0.253
H -0.008 -10.301 1.908
N -0.351 6.209 -1.585
H -0.207 10.703 1.245
H 3.490 9.385 0.585
H -1.951 2.867 4.370
C -2.352 -8.667 0.887
H 0.203 2.912 5.604
H -1.200 5.667 -1.627
H 2.429 5.553 3.375
O 6.399 6.461 -0.152
H -3.090 -4.475 1.235
H 4.815 -0.526 4.317
H 2.133 -3.379 8.309
*
```

Values from the calculation:
* energy relative to the best compared isomer or geometry (same formula, charge and spin): 0.0 kJ/mol
* HOMO level: -11.725 eV
* LUMO level: -0.1177 hartree
* total energy: -3521.789271 a.u.
* HOMO-LUMO gap: 8.52 eV

# 2
A cluster of 12 separate species, C44H84ClNO15P in total. Source: the Open Molecules 2025 dataset; level of theory: ωB97M-V/def2-TZVPD.

```
! wB97M-V def2-TZVPD RIJCOSX def2/J DEFGRID3
* xyz 1 1
H 3.122 -3.903 2.941
C 2.712 4.123 3.140
H -3.625 -4.140 -0.403
C 1.638 -0.183 -0.968
C -4.363 -0.862 1.198
H 13.126 2.365 -0.095
H -0.960 -0.345 4.262
O -0.944 0.584 1.531
H 15.569 2.989 5.700
C -0.620 -1.057 7.350
C 16.926 3.531 3.256
C 4.372 4.496 -1.019
H -3.903 4.114 -2.039
H 17.921 3.144 3.489
C -2.908 -5.007 -0.748
C 12.747 2.396 0.929
H 16.869 3.725 2.179
H -8.921 -5.869 -2.924
H 11.592 -0.199 1.136
H -3.043 3.414 -0.628
H 5.212 1.245 -0.212
H -8.555 -4.274 -2.229
C 5.085 1.439 0.856
H 8.431 1.813 1.774
C -0.702 -1.459 8.798
H -0.330 -3.741 -2.186
C 15.880 2.518 3.636
C -1.198 -3.428 -1.436
H -10.250 -4.754 -2.465
H -13.828 -6.791 -0.118
H 2.672 4.182 4.230
H -9.971 -4.306 -6.253
H 3.151 3.161 2.856
C 7.557 2.082 1.171
C -4.597 -3.031 -3.926
H -5.513 -2.383 -5.748
O 2.245 5.561 -1.225
H -1.501 -2.197 8.925
O -4.341 2.684 -4.369
H 1.358 -3.694 4.019
H -2.660 3.111 -6.180
H -6.454 2.889 -6.614
H -3.955 3.611 -7.291
C 0.091 -0.641 -1.260
H -6.669 -2.973 -3.395
C 1.012 -3.001 0.650
H 0.369 0.151 5.894
H 1.705 4.186 2.718
O -3.116 -0.807 -1.045
C -3.990 3.822 -0.989
C 11.051 0.509 0.502
N -1.818 -1.723 0.948
H -11.142 -4.774 -5.000
H 4.333 0.748 1.251
H 1.939 -2.816 -0.079
P -0.486 -2.140 -0.158
H -0.642 0.286 -1.103
H 11.354 0.394 -0.541
H 12.791 3.429 1.288
H -4.238 4.709 -0.398
C -12.936 -5.733 -1.750
O -8.494 -3.258 -4.520
C -5.999 2.114 -5.990
C -5.699 -2.772 -2.933
H -13.398 -4.151 -0.384
C -4.624 2.547 -5.559
C 0.426 -0.043 6.970
O -1.473 -4.661 -0.634
O -3.734 -3.881 -3.715
H -9.813 -5.889 -5.459
H -4.878 1.685 -2.649
H 4.739 2.463 1.018
Cl 2.279 0.594 0.592
C 3.203 4.831 -3.287
H -5.650 -1.738 -2.584
C 3.123 6.650 2.884
C 6.390 1.221 1.575
H 13.364 1.772 1.582
H -5.786 0.854 -1.367
H -6.627 1.964 -5.105
C -1.410 -0.608 1.935
C 1.451 -2.424 2.118
O 15.122 2.036 2.796
O 4.581 5.008 1.946
H 1.291 -1.304 2.463
O 10.410 2.647 1.349
H 2.135 6.826 2.452
H -3.439 1.894 -7.216
C -1.582 -1.029 3.544
H -4.018 0.985 -1.238
H -14.795 -6.787 -1.629
H -1.153 -2.139 3.617
H 9.979 0.300 0.581
H -5.292 -0.708 0.503
H -5.576 -3.439 -2.073
O -1.378 -1.538 6.510
H -0.931 -0.586 9.414
H -5.937 1.171 -6.539
C -13.377 -4.322 -1.464
C 11.321 1.917 0.962
C -4.924 1.496 -1.574
H -14.365 -4.147 -1.896
O 2.544 -0.397 -1.959
H 3.247 3.767 -3.532
C 2.048 -3.422 3.092
O 6.498 0.371 2.457
O -11.919 -5.964 -2.402
C 3.564 5.240 2.598
H -3.147 -5.949 -0.091
H 2.286 5.251 -3.712
H 0.014 -0.943 -2.404
H 4.224 4.696 0.047
H -3.740 -2.503 -5.809
H 16.743 1.665 5.399
C -3.607 2.806 -6.639
H 7.320 3.134 1.347
H 1.421 -0.431 7.203
C 15.798 2.115 5.084
H 5.281 5.006 -1.347
H -4.146 0.204 1.690
C -13.788 -6.849 -1.208
C -5.081 2.797 -0.832
C -3.024 -1.149 0.241
H -13.349 -7.811 -1.492
H -12.667 -3.621 -1.916
C -4.592 -2.208 -5.186
H 0.243 -1.910 9.113
H -2.161 -3.047 -1.979
C -9.241 -4.825 -2.880
H 4.060 5.356 -3.716
H -2.729 -1.083 3.783
H 7.794 1.916 0.117
H -4.477 -1.712 1.997
C -9.212 -4.222 -4.259
H 16.748 4.468 3.790
C -10.096 -4.844 -5.307
C 3.188 5.012 -1.792
H 4.468 3.417 -1.163
H 0.248 0.893 7.504
H -4.494 -1.148 -4.938
H 14.999 1.378 5.211
O -6.064 3.014 -0.126
H 3.102 6.821 3.963
H 3.833 7.351 2.432
H -3.109 -5.209 -1.906
H 0.862 -4.164 0.696
*
```

Values from the calculation:
* HOMO level: -10.278 eV
* LUMO level: -0.1339 hartree
* total energy: -3711.180959 a.u.
* HOMO-LUMO gap: 6.63 eV

# 3
A cluster of 7 separate species, C44H85BrN3O11 in total. Source: the Open Molecules 2025 dataset; level of theory: ωB97M-V/def2-TZVPD.

```
! wB97M-V def2-TZVPD RIJCOSX def2/J DEFGRID3
* xyz 1 1
O -4.424 3.384 1.245
H -3.507 -0.707 -0.395
H -1.616 -6.026 3.909
H 2.151 -12.508 3.894
H 1.684 3.558 -0.995
H -1.894 -0.612 1.165
H -2.160 8.128 -6.095
H 8.282 4.222 -0.658
H -3.512 -4.478 -1.475
C 1.415 -9.093 6.235
H 2.370 -8.919 5.733
O 2.146 3.333 1.731
H -0.428 6.441 -6.649
C -2.560 -6.310 4.380
H 1.108 8.038 1.087
H -0.523 -14.707 5.518
C -0.919 4.828 -5.028
C -0.342 1.419 -2.097
H -1.364 -8.602 3.185
C 1.736 7.419 0.292
H 3.024 5.699 2.633
H -1.407 -13.285 6.116
H 2.009 6.342 0.691
H 4.348 1.617 -0.985
H 3.287 3.739 -1.987
H 0.784 -13.188 2.983
C 0.189 2.457 -4.289
O 2.119 0.083 -6.984
C -3.815 0.417 -0.570
H 0.795 1.989 -5.178
H -0.071 9.039 -4.535
C 0.981 1.011 3.692
H -2.145 -3.799 -0.564
C -2.474 1.310 -0.850
C -3.138 -7.513 3.683
C 1.059 -0.081 -7.586
H -0.087 -0.186 1.436
C 0.388 -12.827 5.055
Br -1.002 3.311 0.533
C 2.563 2.946 -1.467
H 4.064 4.522 3.685
C 0.425 4.108 -4.341
H -1.771 3.420 4.020
H -3.260 -5.472 4.297
O 1.031 8.132 -2.263
H 2.119 -6.343 6.457
N -0.122 0.850 -0.701
H 0.235 6.894 -4.914
C -0.095 9.081 -2.218
N -1.862 1.312 -2.264
H -4.820 -5.997 1.060
H 1.275 -2.204 -7.567
H -2.477 1.682 2.692
H 2.427 0.760 -2.377
C -0.634 3.112 4.051
H -0.216 -0.192 -0.832
H 1.345 0.994 2.580
H 7.184 3.030 0.072
C 0.561 -1.458 -7.932
H 1.721 1.745 4.269
C 8.375 2.280 -1.539
H 0.475 -5.788 6.844
O -3.682 -3.136 1.302
H 0.039 3.655 3.261
H -2.154 -9.109 4.715
H 0.594 4.576 -3.270
H -0.908 8.831 -1.411
H -1.457 -13.677 4.383
H -2.406 -6.533 5.439
H -0.405 -1.636 -7.452
C 0.210 1.089 -8.006
H -1.238 4.236 -5.999
H -1.834 7.208 -2.926
C 7.605 3.387 -0.871
C 3.938 4.933 2.588
H 2.672 2.111 -3.670
C 0.872 7.231 -1.094
C 2.128 1.886 -2.639
H 0.472 -1.560 -9.016
C -1.163 0.285 1.462
H 0.874 -9.877 5.695
C 1.317 -13.217 3.936
H 1.580 -9.426 7.262
H -6.353 2.450 1.151
H 1.321 4.388 -5.055
O 9.578 2.388 -1.771
C 3.417 3.712 1.572
O 4.267 3.120 0.527
C -2.019 7.310 -5.255
C -2.319 -8.776 3.687
H -4.211 0.762 1.740
H -2.861 -9.561 3.147
O -4.236 -7.465 3.131
C -2.979 -4.508 -0.521
H 1.144 -0.063 4.176
H 8.299 0.322 -2.388
H -0.950 2.301 -4.539
H 7.194 0.573 -1.017
C -3.908 -4.118 0.597
C -1.246 1.355 0.226
H -1.399 10.205 -3.783
H -2.879 2.430 -0.803
C -0.575 1.445 3.923
H 2.777 7.967 0.094
H 0.348 10.169 -2.023
O 0.004 6.196 -1.180
H 6.822 1.283 -2.623
C -0.866 9.161 -3.682
H 1.329 -6.850 7.987
C -5.125 -4.976 0.819
H -0.865 1.066 5.018
H -2.317 2.096 -2.800
H 4.895 5.475 2.188
H -5.703 -4.575 1.658
C 1.174 -6.627 6.928
C -0.647 6.384 -5.492
N 0.623 1.892 -2.953
C -5.322 2.433 0.558
H -5.503 2.740 -0.558
O -0.501 -7.782 5.679
H -0.221 3.418 5.114
H 0.105 1.101 -9.094
O 0.614 -11.845 5.760
H -2.302 -0.021 3.479
C -1.677 0.822 2.909
H 1.718 -14.218 4.118
H -5.754 -4.968 -0.075
H 0.693 2.020 -7.690
C -4.731 0.907 0.700
H 6.811 3.741 -1.533
C 3.522 2.186 -0.336
H -4.101 4.005 0.526
H -2.947 6.568 -5.344
C 0.597 -7.830 6.231
H -5.684 0.187 0.714
H -3.096 8.514 -3.551
H -2.579 -5.508 -0.340
C -2.054 8.017 -3.769
H 2.949 1.340 0.247
H -4.522 0.420 -1.527
C -0.828 -13.686 5.277
H -0.772 1.026 -7.530
C 7.616 1.035 -1.914
H -1.846 4.831 -4.313
*
```

Values from the calculation:
* HOMO level: -10.383 eV
* LUMO level: -0.1030 hartree
* total energy: -5292.728421 a.u.
* HOMO-LUMO gap: 7.58 eV

- The highest HOMO-LUMO gap belongs to which entry?
  C44H83BN13O5P2

- What is the total energy in the third record?
  -5292.728421 a.u.

- The lowest LUMO level belongs to which entry?
  C44H84ClNO15P